1.
This record from the Open Molecules 2025 dataset describes C2H5NO as an isolated structure in a non-equilibrium geometry. The level of theory is the ωB97M-V functional and the def2-TZVPD basis.

Calculated values
Lowest unoccupied orbital energy   0.98 eV
HOMO energy   -9.81 eV
Kohn-Sham gap   10.79 eV
Spin multiplicity   1
Net charge   0

Structure (XYZ):
```
9
Properties=species:S:1:pos:R:3:lowdin_charge:R:1
C -0.6675 -0.4381 -0.6121 -0.157
C 0.6827 -0.0608 -0.4346 -0.365
H -0.8608 -1.5999 -0.1718 0.136
H -1.4784 0.3509 0.1032 0.159
H -1.1225 -0.4194 -1.7597 0.111
H 1.4118 -0.2571 -1.3506 0.150
H 0.7362 1.1194 2.1813 0.089
N 1.1571 0.4632 0.5710 -0.024
O 0.1413 0.8417 1.4733 -0.099
```

=====

2.
This record from the Open Molecules 2025 dataset describes C2H5NO2 as an isolated structure in a non-equilibrium geometry. The level of theory is the ωB97M-V functional and the def2-TZVPD basis.

Calculated values
Lowest unoccupied orbital energy (spin up / spin down)   4.75 / 4.54 eV
HOMO energy (spin up / spin down)   -2.86 / -3.35 eV
Kohn-Sham gap (spin up / spin down)   7.60 / 7.89 eV
Spin multiplicity   2
Net charge   -1

Structure (XYZ):
```
10
Properties=species:S:1:pos:R:3:lowdin_charge:R:1
O -0.2583 -0.1138 1.8073 -0.206
C 0.1958 -0.7560 0.7770 -0.745
O -0.5225 -1.3876 -0.2203 -0.118
H 1.1185 -1.3097 1.0715 0.114
C 0.4800 0.1725 -0.4133 -0.306
N -0.6765 1.0743 -0.6830 -0.029
H 1.2807 0.8800 -0.0636 0.108
H 0.8631 -0.2894 -1.3113 0.088
H -1.3611 0.4981 -1.1922 0.048
H -1.1196 1.2315 0.2280 0.044
```

=====

3.
This record from the Open Molecules 2025 dataset describes one molecule with the formula C2H5NO2 in a non-equilibrium geometry. The level of theory is the ωB97M-V functional and the def2-TZVPD basis.

Calculated values
Structure (SMILES)   CCON=O
Lowest unoccupied orbital energy   0.03 eV
HOMO energy   -10.34 eV
Kohn-Sham gap   10.37 eV
Spin multiplicity   1
Net charge   0

Structure (XYZ):
```
10
Properties=species:S:1:pos:R:3:lowdin_charge:R:1
C -1.2742 -0.4355 0.0941 -0.126
C 0.2998 -0.5116 -0.0071 -0.345
H -1.6685 -0.1577 1.2176 0.105
H -1.6107 0.5650 -0.5550 0.118
H -1.7109 -1.4817 -0.3927 0.109
H 0.7911 -1.1375 0.7575 0.113
H 0.5246 -0.9635 -1.0514 0.127
N 1.9515 1.0765 0.1572 0.010
O 0.5285 0.8463 -0.1488 -0.174
O 2.1688 2.1997 -0.0714 0.063
```

=====

4.
This record from the Open Molecules 2025 dataset describes one molecule with the formula C2H5NO2 in a non-equilibrium geometry. The level of theory is the ωB97M-V functional and the def2-TZVPD basis.

Calculated values
Structure (SMILES)   CNC(=O)O
Lowest unoccupied orbital energy   0.55 eV
HOMO energy   -9.96 eV
Kohn-Sham gap   10.52 eV
Spin multiplicity   1
Net charge   0

Structure (XYZ):
```
10
Properties=species:S:1:pos:R:3:lowdin_charge:R:1
C -0.6315 -0.8714 0.5889 -0.077
N 0.6455 -0.3102 0.2141 0.013
C 0.8335 0.8097 -0.5479 -0.598
O -0.3160 1.5625 -0.7812 0.067
O 1.9044 1.2102 -0.9044 0.104
H -0.5957 -1.9401 0.7667 0.083
H -1.3452 -0.6887 -0.2139 0.076
H -1.0438 -0.3463 1.4594 0.090
H 1.4945 -0.4841 0.7300 0.144
H -0.9456 1.0583 -1.3117 0.098
```

=====

5.
This record from the Open Molecules 2025 dataset describes a 2-piece molecular cluster, C2H5NO2 overall. The level of theory is the ωB97M-V functional and the def2-TZVPD basis.

Calculated values
Structure (SMILES)   N=C=O.CO
Lowest unoccupied orbital energy   0.78 eV
HOMO energy   -10.35 eV
Kohn-Sham gap   11.13 eV
Spin multiplicity   1
Net charge   0

Structure (XYZ):
```
10
Properties=species:S:1:pos:R:3:lowdin_charge:R:1
C 1.4745 0.0186 -0.3153 -0.154
O 0.3432 0.8310 -0.5311 -0.165
C -1.3161 0.0285 0.9142 -0.391
O -0.7817 0.3069 1.9116 0.179
N -1.8949 -0.3138 -0.1182 0.144
H 1.8369 0.1709 0.7093 0.083
H 2.2620 0.3103 -1.0157 0.076
H 1.2474 -1.0483 -0.4401 0.086
H -0.3193 0.3647 -1.0694 0.054
H -2.8327 -0.6776 -0.0548 0.088
```

=====

6.
This record from the Open Molecules 2025 dataset describes one molecule with the formula C2H5NO2 in a non-equilibrium geometry. The level of theory is the ωB97M-V functional and the def2-TZVPD basis.

Calculated values
Structure (SMILES)   C[C@@]1(O)NO1
Lowest unoccupied orbital energy   0.89 eV
HOMO energy   -9.26 eV
Kohn-Sham gap   10.14 eV
Spin multiplicity   1
Net charge   0

Structure (XYZ):
```
10
Properties=species:S:1:pos:R:3:lowdin_charge:R:1
C -0.0412 0.3485 -0.0191 -0.537
C -0.1194 -0.9664 0.6900 0.020
N 0.8096 0.5907 -1.0641 0.009
O -0.5522 0.6177 -1.5895 -0.104
O -0.4558 1.3844 0.7125 0.087
H -0.4923 2.1550 0.1161 0.133
H 1.2816 -0.2455 -1.3991 0.110
H -0.7178 -1.6480 0.0732 0.100
H 0.8810 -1.3955 0.8131 0.091
H -0.5936 -0.8409 1.6668 0.091
```

=====

7.
This record from the Open Molecules 2025 dataset describes one molecule with the formula C2H5NO2 in a non-equilibrium geometry. The level of theory is the ωB97M-V functional and the def2-TZVPD basis.

Calculated values
Structure (SMILES)   CC(=O)NO
Lowest unoccupied orbital energy   0.75 eV
HOMO energy   -9.68 eV
Kohn-Sham gap   10.42 eV
Spin multiplicity   1
Net charge   0

Structure (XYZ):
```
10
Properties=species:S:1:pos:R:3:lowdin_charge:R:1
C -0.1129 -0.4012 0.0262 -0.592
C 1.3790 -0.1900 0.0323 -0.009
N -0.8461 0.6882 0.2227 -0.034
O -0.5542 -1.5165 -0.2485 0.032
O -2.2215 0.5585 0.0907 -0.028
H 1.8454 -0.3401 -1.0305 0.123
H 1.3391 0.8827 0.4198 0.086
H 1.8571 -0.9563 0.6762 0.090
H -0.4933 1.6964 0.0468 0.200
H -2.1925 -0.4218 -0.2357 0.132
```

=====

8.
This record from the Open Molecules 2025 dataset describes one molecule with the formula C2H5NO2 in a non-equilibrium geometry. The level of theory is the ωB97M-V functional and the def2-TZVPD basis.

Calculated values
Structure (SMILES)   NCC(=O)O
Lowest unoccupied orbital energy   0.65 eV
HOMO energy   -9.89 eV
Kohn-Sham gap   10.54 eV
Spin multiplicity   1
Net charge   0

Structure (XYZ):
```
10
Properties=species:S:1:pos:R:3:lowdin_charge:R:1
C 0.6392 -0.8390 0.0132 -0.233
C -0.6424 -0.1107 0.0210 -0.432
H 2.5065 -0.4388 -0.3108 0.086
H 1.5056 0.5949 0.7812 0.086
H 0.6270 -1.6726 -0.7102 0.144
H 0.7987 -1.3081 1.0039 0.136
H 0.3185 1.7319 -0.5446 0.147
N 1.6937 0.0987 -0.0717 -0.019
O -1.7532 -0.5821 -0.0320 0.118
O -0.4459 1.3445 0.0417 -0.034
```

=====

9.
This record from the Open Molecules 2025 dataset describes C2H5NO2 as an isolated structure. The level of theory is the ωB97M-V functional and the def2-TZVPD basis.

Calculated values
Lowest unoccupied orbital energy   -0.27 eV
HOMO energy   -9.36 eV
Kohn-Sham gap   9.09 eV
Spin multiplicity   1
Net charge   0

Structure (XYZ):
```
10
Properties=species:S:1:pos:R:3:lowdin_charge:R:1
C -0.1485 -0.8859 -0.7948 0.098
C -1.0904 -0.3325 0.0683 -0.299
O 0.9821 0.6358 0.0507 -0.293
O 2.1827 1.4446 0.0861 -0.076
N -2.2765 -0.4612 0.4570 0.110
H 2.6960 1.0051 0.7806 0.076
H -2.5286 0.2363 1.1586 0.057
H 0.4819 -1.7050 -0.4794 0.094
H -0.0559 -0.5400 -1.8143 0.097
H -0.2429 0.6027 0.4872 0.138
```

=====

10.
This record from the Open Molecules 2025 dataset describes one molecule with the formula C2H5NO2 in a non-equilibrium geometry. The level of theory is the ωB97M-V functional and the def2-TZVPD basis.

Calculated values
Structure (SMILES)   NC(=O)CO
Lowest unoccupied orbital energy   0.58 eV
HOMO energy   -9.60 eV
Kohn-Sham gap   10.18 eV
Spin multiplicity   1
Net charge   0

Structure (XYZ):
```
10
Properties=species:S:1:pos:R:3:lowdin_charge:R:1
C -0.0134 0.6578 -0.3589 -0.559
C -0.5917 -0.6964 -0.5972 -0.106
H 1.1208 1.8383 0.6314 0.152
H 1.3580 0.0933 1.1294 0.168
H -1.7967 -0.8106 -0.5744 0.178
H -0.1604 -0.9506 -1.5465 0.117
H -0.4655 -1.0707 1.3754 0.112
N 0.7846 0.8485 0.6176 0.139
O -0.1295 1.6341 -1.2292 -0.058
O -0.1061 -1.5438 0.5523 -0.142
```

=====

So what do the calculations give for DFT total energy? Going down the list: -5689.163 -7737.632 -7735.835 -7740.258 -7739.459 -7737.229 -7738.206 -7739.131 -7733.133 -7739.054 eV.
So what do the calculations give for energy relative to the best compared isomer or geometry (same formula, charge and spin)? Going down the list: 392.4 223.5 474.4 47.6 124.7 339.8 245.6 156.4 735.1 163.7 kJ/mol.